{
  "formula": "C6H11N2O2",
  "method": "ωB97M-V/def2-TZVPD",
  "elements": ["O", "C", "C", "N", "C", "N", "H", "H", "H", "H", "H", "C", "C", "O", "C", "H", "H", "H", "H", "H", "H"],
  "coordinates": [[-4.05618, -0.58606, 2.86966], [-3.06245, -0.47453, 1.93291], [-3.01963, -1.35486, 0.77467], [-1.82918, -0.94131, 0.10250], [-1.23162, 0.10043, 0.74262], [-1.96265, 0.39945, 1.87305], [-4.35892, 0.29139, 3.18019], [-3.74266, -2.15075, 0.49791], [-1.47845, -1.36966, -0.75496], [-0.30718, 0.64304, 0.42768], [-1.72682, 1.13037, 2.54979], [3.49994, 1.42661, -1.31058], [2.35796, 0.53751, -0.90572], [1.72332, 0.74723, 0.11400], [2.02959, -0.62181, -1.80901], [3.62307, 2.21715, -0.57001], [4.42321, 0.84653, -1.36055], [3.28962, 1.88346, -2.27935], [2.88765, -1.29185, -1.88063], [1.75495, -0.25507, -2.79976], [1.18640, -1.17726, -1.39440]],
  "homo_energy_ev": -13.047,
  "homo_lumo_gap_ev": 9.936,
  "e_above_lowest_kcal_mol": 31.3,
  "spin_multiplicity": 1,
  "total_charge": 1
}

{
  "formula": "C31H62Br3ClFN2O8",
  "method": "ωB97M-V/def2-TZVPD",
  "elements": ["C", "C", "C", "C", "C", "C", "O", "Br", "C", "Br", "N", "C", "C", "C", "F", "N", "C", "C", "C", "C", "Br", "C", "C", "C", "C", "O", "C", "Cl", "H", "H", "H", "H", "H", "H", "H", "H", "H", "H", "H", "H", "H", "H", "H", "H", "H", "H", "H", "H", "H", "H", "H", "H", "H", "H", "H", "H", "H", "H", "H", "H", "C", "O", "C", "C", "O", "C", "H", "H", "H", "H", "H", "H", "H", "H", "H", "H", "C", "O", "C", "C", "O", "C", "H", "H", "H", "H", "H", "H", "H", "H", "H", "H", "C", "O", "C", "C", "O", "C", "H", "H", "H", "H", "H", "H", "H", "H", "H", "H"],
  "coordinates": [[5.44254, 3.53427, 1.18090], [4.42347, 2.40760, 1.00669], [4.09541, 2.11163, -0.46770], [3.92420, 0.62390, -0.78388], [5.14664, -0.27053, -0.47341], [6.46833, 0.44463, -0.59612], [7.21662, 0.66244, 0.28204], [6.89783, 1.00980, -2.40857], [2.66250, 0.03834, -0.17381], [2.78123, -0.45388, 1.69305], [1.35461, 0.88592, -0.38113], [0.33704, -0.19052, -0.75598], [-1.14059, 0.14300, -0.99165], [-1.60674, 0.04960, -2.45193], [-2.18894, 1.23789, -2.85228], [1.19140, 1.65353, 0.82361], [0.17975, 1.74409, 1.60847], [-0.71626, 0.64976, 2.11916], [0.06067, 3.07181, 2.29139], [1.59422, 2.01770, -1.41778], [1.80371, 1.21206, -3.20200], [0.36502, 2.90715, -1.55581], [0.42723, 4.00871, -2.63480], [-0.59972, 5.10185, -2.26483], [-0.03187, 6.34057, -1.57610], [-0.37838, 6.30118, -0.18559], [2.87595, 2.85251, -1.09479], [2.51536, 4.34777, -0.19110], [5.06231, 4.49461, 0.83747], [6.31711, 3.31732, 0.56223], [5.77783, 3.60164, 2.21321], [4.90732, 1.51652, 1.41456], [3.53116, 2.55896, 1.61249], [4.94613, 2.47653, -1.04357], [3.84282, 0.56076, -1.86633], [5.12921, -0.72837, 0.51239], [5.17353, -1.07934, -1.20836], [2.49735, -0.93211, -0.62757], [0.40951, -0.90835, 0.06153], [0.71648, -0.73223, -1.61769], [-1.45809, 1.10338, -0.59713], [-1.72232, -0.59800, -0.44409], [-2.36081, -0.72976, -2.55233], [-0.79663, -0.20386, -3.13559], [-0.09880, 0.07109, 2.81354], [-1.54656, 1.06563, 2.68503], [-1.12231, -0.02922, 1.38485], [-0.55796, 3.71027, 1.65125], [1.03964, 3.54426, 2.35696], [-0.37429, 2.99297, 3.28481], [-0.48437, 2.30916, -1.85361], [0.11714, 3.39006, -0.61456], [0.12455, 3.60431, -3.59708], [1.41092, 4.47295, -2.68592], [-1.35972, 4.69162, -1.59573], [-1.12652, 5.41066, -3.16742], [1.05170, 6.40566, -1.69613], [-0.47027, 7.23592, -2.02203], [0.34778, 6.66563, 0.32648], [3.19228, 3.20021, -2.07343], [1.58605, 3.02157, 6.98382], [0.87878, 2.26510, 6.01183], [1.71245, 1.59011, 5.09509], [1.88431, 0.12409, 5.43639], [2.58285, -0.06890, 6.64424], [1.74904, -0.36982, 7.75266], [0.87772, 3.28524, 7.76601], [2.40472, 2.44676, 7.42094], [1.98495, 3.94088, 6.54327], [2.69310, 2.07385, 5.02715], [1.23289, 1.66252, 4.10942], [2.47812, -0.33898, 4.64099], [0.90823, -0.37440, 5.46824], [1.38917, -1.40208, 7.69696], [0.89459, 0.30813, 7.80878], [2.35280, -0.25659, 8.65019], [-3.47545, -2.48172, 1.19750], [-2.48641, -2.97406, 0.30572], [-1.82567, -4.13867, 0.79243], [-2.38381, -5.40324, 0.17751], [-3.72626, -5.62357, 0.55333], [-4.66846, -5.23469, -0.43554], [-4.09416, -1.77523, 0.64470], [-4.10834, -3.28505, 1.57628], [-3.01304, -1.96152, 2.04538], [-1.89227, -4.18672, 1.88340], [-0.76798, -4.05226, 0.52114], [-1.79550, -6.25320, 0.53653], [-2.28809, -5.36282, -0.91317], [-4.68361, -5.95417, -1.25914], [-4.45161, -4.24309, -0.83882], [-5.64871, -5.21977, 0.03681], [-4.19979, -6.40079, -6.29657], [-4.72894, -5.13654, -6.65314], [-5.86154, -4.75481, -5.89318], [-5.50241, -3.77301, -4.80077], [-4.64607, -4.34904, -3.82344], [-3.28683, -4.01082, -3.99405], [-3.21499, -6.48155, -6.75343], [-4.10162, -6.50733, -5.21328], [-4.83124, -7.20898, -6.67924], [-6.35307, -5.63372, -5.46412], [-6.56764, -4.27240, -6.57527], [-6.41805, -3.46303, -4.28906], [-5.03914, -2.88155, -5.23597], [-3.09812, -2.97839, -3.67040], [-2.96778, -4.12265, -5.03283], [-2.70048, -4.68475, -3.36953]],
  "homo_energy_ev": -10.916,
  "homo_lumo_gap_ev": 7.964,
  "spin_multiplicity": 1,
  "total_charge": 1
}

{
  "formula": "C9H17ClINO2PPb",
  "method": "ωB97M-V/def2-TZVPD",
  "elements": ["C", "C", "H", "H", "H", "O", "I", "Pb", "P", "C", "C", "H", "H", "H", "C", "H", "H", "H", "H", "H", "H", "C", "O", "Cl", "C", "C", "C", "N", "H", "H", "H", "H", "H"],
  "coordinates": [[-3.37384, 2.11729, -4.72961], [-3.04421, 1.30713, -3.59189], [-4.26052, 1.57261, -5.25008], [-2.46148, 2.18552, -5.35255], [-3.63839, 3.12327, -4.40282], [-3.26404, 0.27992, -3.08624], [-0.07691, 3.05923, -3.23073], [-1.24304, 1.41626, -1.41938], [1.13912, -0.86692, -1.79518], [1.60045, -2.69069, -1.76562], [1.20704, -0.62089, -3.64492], [2.63688, 0.86673, -1.15882], [3.53622, -0.43038, -2.05386], [3.04430, -0.65654, -0.33947], [2.76254, -0.20830, -1.29819], [1.11749, 0.47109, -3.84557], [2.19259, -1.02430, -4.02158], [2.40938, -2.91950, -2.50404], [0.67667, -3.28369, -2.02025], [0.35533, -1.17775, -4.10719], [1.92097, -2.94355, -0.73549], [-0.51840, -1.58396, 0.06354], [-0.81767, -2.23916, 0.96779], [0.83757, 2.47104, -0.13582], [-0.56142, -0.23251, 5.05987], [0.21484, 0.50284, 3.90232], [-0.56676, 0.54943, 2.65544], [-1.22423, 0.65278, 1.66410], [-1.57579, 0.23246, 5.18244], [0.01452, -0.12572, 6.00823], [-0.66239, -1.30181, 4.81631], [0.44864, 1.53692, 4.21161], [1.17433, -0.03886, 3.69658]],
  "homo_energy_ev": [-19.466, -19.453],
  "homo_lumo_gap_ev": [5.624, 5.086],
  "e_above_lowest_kcal_mol": 50.8,
  "spin_multiplicity": 1,
  "total_charge": 3
}

{
  "formula": "C24H27As2FeN5S4",
  "method": "ωB97M-V/def2-TZVPD",
  "elements": ["Fe", "N", "C", "N", "C", "N", "N", "C", "C", "C", "C", "C", "C", "N", "C", "C", "C", "C", "C", "C", "H", "H", "H", "H", "H", "H", "H", "H", "H", "H", "H", "S", "S", "S", "S", "C", "As", "C", "C", "C", "C", "C", "C", "C", "As", "C", "C", "H", "H", "H", "H", "H", "H", "H", "H", "H", "H", "H", "H", "H", "H", "H", "H"],
  "coordinates": [[1.52395, -0.78807, -0.75649], [-3.53430, 1.11340, 1.56898], [-2.19543, 1.22168, 1.51908], [-1.38715, 0.32830, 1.06549], [-1.91945, -0.88832, 0.64144], [-1.19836, -1.88767, 0.31393], [0.18159, -1.82964, 0.31401], [0.75132, -2.97091, 0.75957], [2.13821, -3.03070, 0.80336], [2.87119, -4.08110, 1.40980], [4.22486, -3.98117, 1.52139], [4.87974, -2.82942, 1.02922], [4.13506, -1.86308, 0.41235], [2.79216, -1.94325, 0.26037], [-3.38297, -1.04726, 0.56743], [-4.00144, -2.17590, 0.03288], [-5.37934, -2.27307, 0.00941], [-6.16261, -1.23904, 0.51832], [-5.56945, -0.10775, 1.04118], [-4.18157, -0.01710, 1.05930], [-4.08580, 1.86694, 1.94145], [-1.78807, 2.15397, 1.89867], [0.11821, -3.77313, 1.11998], [2.32850, -4.93531, 1.79264], [4.79555, -4.77066, 1.99502], [5.95012, -2.70335, 1.12307], [4.61723, -0.98402, 0.00742], [-3.37587, -2.97279, -0.35240], [-5.85311, -3.15596, -0.40090], [-7.24324, -1.31786, 0.50486], [-6.17064, 0.70408, 1.43765], [0.98920, -2.43178, -2.33644], [2.36198, -3.04361, -3.53877], [4.17212, -1.15028, -3.21130], [3.23788, 0.05022, -2.02159], [-1.73027, 0.12277, -2.47168], [0.05962, 0.61314, -1.92088], [0.68985, 1.26593, -3.63674], [-0.10224, 2.28862, -0.94294], [-0.95211, 3.30777, -1.35391], [-1.02109, 4.49007, -0.62798], [-0.22890, 4.65961, 0.49954], [0.62376, 3.64315, 0.91156], [0.67969, 2.45218, 0.20005], [1.80579, 0.96780, 0.75651], [3.52119, 1.89173, 0.71628], [1.64441, 0.73483, 2.66350], [-2.11920, 0.90398, -3.11710], [-2.40005, -0.04097, -1.63531], [-1.64492, -0.80041, -3.04080], [-0.05284, 1.94680, -4.04233], [0.81586, 0.42482, -4.31714], [1.63813, 1.78269, -3.53129], [-1.56180, 3.18156, -2.23977], [-1.69020, 5.28040, -0.94590], [-0.27438, 5.58616, 1.05761], [1.23442, 3.78347, 1.79492], [3.46541, 2.74161, 1.39037], [3.72890, 2.24334, -0.28865], [4.32650, 1.23418, 1.03721], [1.75058, 1.69412, 3.15890], [2.45909, 0.08119, 2.96871], [0.69475, 0.27305, 2.90688]],
  "homo_energy_ev": [-8.247, -10.412],
  "homo_lumo_gap_ev": [4.602, 5.822],
  "e_above_lowest_kcal_mol": 54.4,
  "spin_multiplicity": 6,
  "total_charge": 1
}

Number 1: E_tot -13468.777 eV. Number 2: E_tot -277867.945 eV. Number 3: E_tot -50319.059 eV. Number 4: E_tot -232175.330 eV.